P) 21
Properties=species:S:1:pos:R:3 method="wB97M-V/def2-TZVPD" homo_ev=-7.9 spin_multiplicity=1
O -1.23030 0.96569 -2.07942
O 1.16099 1.60585 1.19383
N -1.13552 -1.45452 -0.40500
C -1.07686 0.25862 1.25096
C -0.49356 -0.31989 -0.09862
C -2.48678 -1.33475 -0.77129
C 3.16619 -0.23611 -0.22994
C -0.57170 0.87071 -1.10008
H -2.65358 -1.81973 -1.74453
H 0.56979 -0.44807 0.10009
H 4.17418 0.06640 -0.51460
H 0.14138 1.65171 -0.73567
H -3.09476 -1.94378 -0.09013
H -0.62486 -0.28880 2.07127
H -2.89235 -0.32612 -0.79957
H -0.70975 1.30475 1.22201
H -2.15125 0.14657 1.35577
H 2.61879 0.51900 0.36531
H 1.49420 2.28085 1.79648
H 3.23518 -1.15988 0.34444
H 2.56056 -0.33849 -1.13129


Q) 21
Properties=species:S:1:pos:R:3 method="wB97M-V/def2-TZVPD" smiles="CCCNCC=O.O" homo_ev=-8.8 spin_multiplicity=1
O 0.49610 -3.00797 3.14970
O 2.09639 -0.59466 0.93599
N -0.16220 -0.00336 -1.73949
C -1.41953 0.73350 -1.72378
C 0.30420 -0.70989 -0.54001
C -0.92396 2.67015 -0.17619
C -1.81352 1.44440 -0.41891
C 1.56469 -0.05997 -0.02000
H -2.25846 0.07257 -1.98578
H -0.86093 3.31351 -1.07456
H -1.49816 3.26239 0.53825
H 2.07267 0.79385 -0.45925
H -2.84590 1.72601 -0.65688
H -1.39670 1.50263 -2.50378
H -1.80476 0.81781 0.48229
H 0.49671 -1.73885 -0.85617
H -0.49063 -0.86273 0.17854
H 0.01892 -0.42107 -2.63405
H 0.78630 -2.46311 2.40257
H 1.06841 -3.80255 3.21530
H 0.11529 2.43837 0.02912


Q) has the most favorable energy; the next structure is 0.2026 hartree above.


P) 12
Properties=species:S:1:pos:R:3 method="wB97M-V/def2-TZVPD" homo_ev=-9.5 spin_multiplicity=1
N 2.83483 0.76490 1.19631
C -1.59095 -1.19903 -0.58444
C -0.65459 -0.06660 -0.78055
C 2.26384 0.71697 2.21093
C -0.20993 0.84504 0.13254
H -2.38773 -1.02687 -1.33551
H -1.07517 -2.21405 -0.75051
H 3.27675 0.63491 0.29482
H -0.13600 0.60307 1.18741
H -0.76640 0.41371 -1.76831
H 0.47613 1.59383 -0.13967
H -2.03078 -1.06589 0.33696


Q) 12
Properties=species:S:1:pos:R:3 method="wB97M-V/def2-TZVPD" smiles="CC1(C)C=N1" homo_ev=-8.7 spin_multiplicity=1
N 1.23985 0.24478 -1.20070
C 0.26171 0.05088 -0.14035
C 1.86112 0.01236 -0.16037
C -0.62352 -1.20167 -0.29688
C -0.49538 1.22193 0.45159
H -0.33568 2.17287 -0.02147
H 2.69945 -0.03039 0.47818
H -1.60874 0.87172 0.26530
H -0.42842 -1.77326 -1.24083
H -0.49066 1.28320 1.50549
H -1.68919 -1.01007 -0.23260
H -0.39054 -1.84236 0.59263


P) has the most favorable energy; the next structure is 0.0054 hartree above.


P) 12
Properties=species:S:1:pos:R:3 method="wB97M-V/def2-TZVPD" smiles=CC#CCN homo_ev=-9.1 spin_multiplicity=1
N -2.37497 0.54474 0.02174
C 1.05471 -0.30258 -0.19129
C -0.16263 -0.23370 -0.19441
C 2.45144 0.13347 0.04650
C -1.57884 -0.70652 0.02605
H -2.02411 -1.35555 -0.74859
H -2.30093 1.04005 -0.90584
H -1.83487 1.14477 0.68076
H 3.19126 -0.65878 0.42761
H 2.35054 1.01045 0.75269
H 2.86463 0.64006 -0.93216
H -1.63623 -1.25641 1.01695


Q) 12
Properties=species:S:1:pos:R:3 method="wB97M-V/def2-TZVPD" smiles="[H]/N=C/C1CC1" homo_ev=-9.2 spin_multiplicity=1
N -0.33968 1.62072 1.83878
C -0.26473 -0.36090 0.22009
C 0.33821 -1.32994 -0.68767
C 0.49405 0.97349 1.21221
C -0.48082 -0.23286 -1.30992
H -0.01517 -2.35503 -0.62735
H -1.55233 -0.32414 -1.56707
H 1.38010 -1.14803 -1.06973
H 0.02336 2.39735 2.42574
H 0.06296 0.39440 -1.92533
H -1.20275 -0.64797 0.53703
H 1.55680 1.01290 0.95322


R) 12
Properties=species:S:1:pos:R:3 method="wB97M-V/def2-TZVPD" homo_ev="-7.6 / -7.3" spin_multiplicity=1
N -1.17685 0.26698 1.99406
C -1.15511 -0.85014 1.53414
C 0.52215 -0.64289 -0.54762
C 0.09228 0.49543 -1.37513
C 1.38157 0.54436 -0.54854
H 2.42654 0.57475 -1.12670
H -0.71628 1.00053 -1.11974
H 0.10708 0.48638 -2.40029
H 1.41982 1.14205 0.23808
H -1.87111 0.48700 2.60667
H -1.60074 -1.84790 1.38270
H 0.57065 -1.65655 -0.63762


S) 12
Properties=species:S:1:pos:R:3 method="wB97M-V/def2-TZVPD" smiles="C=C[C@@H]1CN1" homo_ev=-9.4 spin_multiplicity=1
N 1.62132 -0.53650 -0.45432
C 1.26275 0.67608 0.11025
C -1.80392 0.30137 -0.14892
C 0.50185 -0.52319 0.46968
C -0.93108 -0.70556 0.08537
H -1.39585 1.32280 0.06161
H 0.84799 -0.96164 1.43598
H 1.29449 -0.69548 -1.46303
H 1.99340 1.10684 0.83264
H -2.84317 0.19423 -0.38853
H 0.71127 1.50767 -0.47196
H -1.25904 -1.68662 -0.06877


S) has the most favorable energy; the next structure is 0.0131 hartree above.